Molecular formula: C35H37F13N2O2S
Method: DFT, ωB97M-V/def2-TZVPD

ORCA input file:
```
! RIJCOSX wB97M-V def2-TZVPD def2/J DEFGRID3
* xyz 0 1
C 0.522 -0.484 4.131
C 0.975 0.478 2.935
N 2.169 -0.206 2.369
N 1.442 1.804 3.509
C 0.944 2.966 2.717
O 0.877 4.155 3.047
C 0.469 2.297 1.326
C 1.593 2.076 0.184
C 2.903 2.921 0.552
O 2.585 4.330 0.438
C -0.203 0.968 1.970
C -0.676 0.047 0.766
C -1.739 -1.090 1.168
C -3.274 -0.642 0.955
F -3.430 -0.186 -0.359
F -3.983 -1.893 0.991
C -3.893 0.230 2.118
F -5.146 -0.339 2.459
F -3.113 0.062 3.288
S -4.165 2.051 1.840
F -5.514 1.986 2.848
F -5.183 1.845 0.561
F -2.819 2.256 0.917
F -3.271 2.389 3.228
F -4.423 3.681 1.714
H -0.590 -0.332 4.323
H 0.721 -1.548 3.803
H 1.139 -0.279 5.058
H 1.955 -0.721 1.509
H 2.943 0.459 2.218
H 0.797 1.889 4.321
H -0.343 2.859 0.747
H 1.891 0.981 0.066
H 1.175 2.388 -0.831
H 3.342 2.642 1.564
H 3.685 2.716 -0.264
H 2.589 4.749 1.323
H -1.013 1.283 2.720
H 0.213 -0.480 0.304
H -1.116 0.711 -0.039
H -1.566 -1.565 2.190
H -1.599 -1.946 0.422
F 1.237 -2.138 6.177
C 2.491 -2.582 6.364
C 3.537 -1.674 6.386
C 4.835 -2.133 6.583
C 5.072 -3.495 6.746
C 4.014 -4.398 6.716
C 2.715 -3.939 6.530
H 3.334 -0.618 6.249
H 5.660 -1.430 6.610
H 6.086 -3.852 6.895
H 4.201 -5.459 6.839
H 1.878 -4.626 6.513
F 0.861 0.170 -1.600
C 0.369 0.332 -2.843
C 1.194 0.827 -3.840
C 0.688 0.990 -5.125
C -0.639 0.667 -5.395
C -1.459 0.176 -4.384
C -0.951 0.001 -3.101
H 2.222 1.080 -3.609
H 1.327 1.369 -5.915
H -1.033 0.799 -6.396
H -2.493 -0.072 -4.594
H -1.573 -0.388 -2.304
F -0.713 2.294 -8.207
C -1.769 2.996 -8.652
C -1.558 4.202 -9.300
C -2.650 4.926 -9.765
C -3.940 4.442 -9.566
C -4.139 3.232 -8.909
C -3.047 2.501 -8.454
H -0.547 4.567 -9.439
H -2.496 5.868 -10.281
H -4.791 5.010 -9.925
H -5.144 2.858 -8.751
H -3.183 1.553 -7.948
F 0.403 -2.356 0.097
C 0.724 -3.658 0.239
C -0.039 -4.619 -0.404
C 0.295 -5.961 -0.261
C 1.379 -6.326 0.532
C 2.134 -5.351 1.177
C 1.808 -4.008 1.026
H -0.884 -4.316 -1.010
H -0.290 -6.722 -0.765
H 1.636 -7.374 0.647
H 2.976 -5.637 1.798
H 2.391 -3.235 1.514
*
```

The energy relative to the best compared isomer or geometry (same formula, charge and spin) comes out at 0.0000 eV. As for the structure (SMILES): C[C@]1(N)NC(=O)[C@@H](CCO)[C@H]1CCC(F)(F)C(F)(F)S(F)(F)(F)(F)F.Fc1ccccc1.Fc1ccccc1.Fc1ccccc1.Fc1ccccc1. As for the LUMO energy: -0.0352 hartree. The gap between HOMO and LUMO is 8.22 eV.

Mulliken population analysis, charges in e, atoms 1 to 2:
1. C -1.19
2. C 0.44

***

Molecular formula: C37H30ClN5O4PdSi
Method: DFT, ωB97M-V/def2-TZVPD

ORCA input file:
```
! RIJCOSX wB97M-V def2-TZVPD def2/J DEFGRID3
* xyz 0 3
Pd -0.284 0.010 0.046
N 2.133 -0.065 0.291
C 2.751 -1.282 -0.056
C 3.803 -1.336 -0.927
C 4.351 -2.576 -1.322
C 3.855 -3.746 -0.830
C 2.769 -3.721 0.081
C 2.207 -4.894 0.631
C 1.159 -4.797 1.493
C 0.656 -3.517 1.804
N 1.145 -2.401 1.323
C 2.202 -2.489 0.465
H 2.009 0.051 1.291
H 2.575 0.753 -0.113
H 4.208 -0.414 -1.326
H 5.179 -2.587 -2.019
H 4.278 -4.699 -1.121
H 2.618 -5.858 0.354
H 0.696 -5.672 1.927
H -0.193 -3.433 2.473
O 2.407 2.525 -1.594
Cl 1.030 2.631 -1.207
O 0.419 3.803 -1.764
O 0.910 2.619 0.234
O 0.301 1.435 -1.730
C -4.976 -0.055 -3.788
C -3.741 0.550 -3.608
C -2.918 0.145 -2.564
C -3.307 -0.865 -1.680
C -4.538 -1.488 -1.907
C -5.369 -1.084 -2.941
Si -2.169 -1.424 -0.294
C -1.752 -3.221 -0.662
C -2.420 -4.276 -0.037
C -2.129 -5.598 -0.356
C -1.155 -5.885 -1.302
C -0.471 -4.849 -1.926
C -0.768 -3.532 -1.605
C -3.022 -1.390 1.391
C -4.400 -1.252 1.574
C -4.959 -1.201 2.845
C -4.150 -1.287 3.969
C -2.776 -1.420 3.814
C -2.227 -1.466 2.540
H -5.623 0.260 -4.596
H -3.413 1.330 -4.283
H -1.943 0.606 -2.452
H -4.847 -2.322 -1.284
H -6.319 -1.579 -3.096
H -3.174 -4.067 0.715
H -2.662 -6.403 0.134
H -0.926 -6.913 -1.550
H 0.294 -5.068 -2.660
H -0.221 -2.731 -2.094
H -5.053 -1.157 0.715
H -6.030 -1.090 2.957
H -4.585 -1.247 4.959
H -2.133 -1.476 4.684
H -1.147 -1.534 2.442
N -5.835 8.392 -3.273
C -5.372 7.527 -2.675
C -4.795 6.441 -1.922
C -3.452 6.114 -2.088
C -2.896 5.079 -1.359
C -3.697 4.362 -0.480
C -5.039 4.676 -0.313
C -5.587 5.723 -1.030
N -3.133 3.287 0.254
C -3.428 2.906 1.549
C -2.675 1.806 1.796
N -1.917 1.509 0.682
C -2.220 2.413 -0.219
H -2.841 6.681 -2.777
H -1.846 4.835 -1.460
H -5.653 4.090 0.357
H -6.631 5.979 -0.913
H -4.106 3.463 2.170
H -2.622 1.218 2.695
H -1.818 2.479 -1.214
*
```

The energy relative to the best compared isomer or geometry (same formula, charge and spin) comes out at 0.6972 eV. As for the LUMO energy (spin up / spin down): -0.0007 / -0.0501 hartree. The gap between HOMO and LUMO (spin up / spin down) is 7.30 / 7.19 eV.

Mulliken population analysis, charges in e, atoms 1 to 2:
1. Pd -0.25
2. N -0.42

***

Molecular formula: C3H2S2
Method: DFT, ωB97M-V/def2-TZVPD

ORCA input file:
```
! RIJCOSX wB97M-V def2-TZVPD def2/J DEFGRID3
* xyz 0 1
C 0.408 -1.025 -0.053
C 0.550 0.997 0.048
C -0.832 -1.184 -0.046
S -2.195 -0.342 -0.003
S -0.714 1.863 0.074
H 1.270 -1.491 -0.417
H 1.513 1.182 0.396
*
```

The energy relative to the best compared isomer or geometry (same formula, charge and spin) comes out at 1.8643 eV. As for the LUMO energy: -0.0308 hartree. The gap between HOMO and LUMO is 7.75 eV.

natural (NBO) population analysis, charges in e, atoms 1 to 2:
1. C -0.35
2. C -0.35

***

Which value of energy relative to the best compared isomer or geometry (same formula, charge and spin) does entry 3 give?
1.8643 eV

***

What is the energy relative to the best compared isomer or geometry (same formula, charge and spin) in the first record?
0.0000 eV

***

Copy entry 1 word for word.
Molecular formula: C35H37F13N2O2S
Method: DFT, ωB97M-V/def2-TZVPD

ORCA input file:
```
! RIJCOSX wB97M-V def2-TZVPD def2/J DEFGRID3
* xyz 0 1
C 0.522 -0.484 4.131
C 0.975 0.478 2.935
N 2.169 -0.206 2.369
N 1.442 1.804 3.509
C 0.944 2.966 2.717
O 0.877 4.155 3.047
C 0.469 2.297 1.326
C 1.593 2.076 0.184
C 2.903 2.921 0.552
O 2.585 4.330 0.438
C -0.203 0.968 1.970
C -0.676 0.047 0.766
C -1.739 -1.090 1.168
C -3.274 -0.642 0.955
F -3.430 -0.186 -0.359
F -3.983 -1.893 0.991
C -3.893 0.230 2.118
F -5.146 -0.339 2.459
F -3.113 0.062 3.288
S -4.165 2.051 1.840
F -5.514 1.986 2.848
F -5.183 1.845 0.561
F -2.819 2.256 0.917
F -3.271 2.389 3.228
F -4.423 3.681 1.714
H -0.590 -0.332 4.323
H 0.721 -1.548 3.803
H 1.139 -0.279 5.058
H 1.955 -0.721 1.509
H 2.943 0.459 2.218
H 0.797 1.889 4.321
H -0.343 2.859 0.747
H 1.891 0.981 0.066
H 1.175 2.388 -0.831
H 3.342 2.642 1.564
H 3.685 2.716 -0.264
H 2.589 4.749 1.323
H -1.013 1.283 2.720
H 0.213 -0.480 0.304
H -1.116 0.711 -0.039
H -1.566 -1.565 2.190
H -1.599 -1.946 0.422
F 1.237 -2.138 6.177
C 2.491 -2.582 6.364
C 3.537 -1.674 6.386
C 4.835 -2.133 6.583
C 5.072 -3.495 6.746
C 4.014 -4.398 6.716
C 2.715 -3.939 6.530
H 3.334 -0.618 6.249
H 5.660 -1.430 6.610
H 6.086 -3.852 6.895
H 4.201 -5.459 6.839
H 1.878 -4.626 6.513
F 0.861 0.170 -1.600
C 0.369 0.332 -2.843
C 1.194 0.827 -3.840
C 0.688 0.990 -5.125
C -0.639 0.667 -5.395
C -1.459 0.176 -4.384
C -0.951 0.001 -3.101
H 2.222 1.080 -3.609
H 1.327 1.369 -5.915
H -1.033 0.799 -6.396
H -2.493 -0.072 -4.594
H -1.573 -0.388 -2.304
F -0.713 2.294 -8.207
C -1.769 2.996 -8.652
C -1.558 4.202 -9.300
C -2.650 4.926 -9.765
C -3.940 4.442 -9.566
C -4.139 3.232 -8.909
C -3.047 2.501 -8.454
H -0.547 4.567 -9.439
H -2.496 5.868 -10.281
H -4.791 5.010 -9.925
H -5.144 2.858 -8.751
H -3.183 1.553 -7.948
F 0.403 -2.356 0.097
C 0.724 -3.658 0.239
C -0.039 -4.619 -0.404
C 0.295 -5.961 -0.261
C 1.379 -6.326 0.532
C 2.134 -5.351 1.177
C 1.808 -4.008 1.026
H -0.884 -4.316 -1.010
H -0.290 -6.722 -0.765
H 1.636 -7.374 0.647
H 2.976 -5.637 1.798
H 2.391 -3.235 1.514
*
```

The energy relative to the best compared isomer or geometry (same formula, charge and spin) comes out at 0.0000 eV. As for the structure (SMILES): C[C@]1(N)NC(=O)[C@@H](CCO)[C@H]1CCC(F)(F)C(F)(F)S(F)(F)(F)(F)F.Fc1ccccc1.Fc1ccccc1.Fc1ccccc1.Fc1ccccc1. As for the LUMO energy: -0.0352 hartree. The gap between HOMO and LUMO is 8.22 eV.

Mulliken population analysis, charges in e, atoms 1 to 2:
1. C -1.19
2. C 0.44

***

Look up the energy relative to the best compared isomer or geometry (same formula, charge and spin) of the third one.
1.8643 eV